Entry 1:
Here is C25H47BaN9PS as an isolated structure from the OMol25 dataset. Energies are from ωB97M-V with the def2-TZVPD basis set.

ORCA input file:
```
! wB97M-V def2-TZVPD RIJCOSX def2/J DEFGRID3
* xyz 1 1
Ba -9.15 -3.55 -17.24
S -12.34 -2.76 -18.61
P -9.36 -5.11 -13.88
N -7.89 -8.42 -17.66
N -11.82 -0.08 -18.54
N -10.27 -0.39 -16.84
N -12.45 -0.82 -20.51
N -8.81 -4.31 -15.02
N -10.18 -6.54 -21.16
N -7.73 -6.02 -17.72
N -10.12 -5.16 -19.21
N -8.90 -7.18 -19.35
C -9.06 -2.64 -12.43
C -11.67 0.96 -19.48
C -11.71 -5.48 -15.42
C -11.42 -3.22 -12.97
C -11.60 -6.83 -13.23
C -12.04 0.51 -20.68
C -10.77 0.07 -14.58
C -7.96 -6.14 -13.09
C -10.17 -4.40 -11.12
C -12.07 0.35 -14.91
C -12.65 -1.78 -21.56
C -10.05 -3.85 -12.49
C -7.02 -5.16 -12.34
C -12.44 0.22 -16.23
C -9.80 -6.21 -19.89
C -11.51 -0.10 -17.15
C -10.30 -7.45 -15.20
C -11.20 -5.65 -21.72
C -8.37 -7.26 -12.16
C -9.89 -0.33 -15.56
C -10.82 -6.26 -14.41
C -12.19 -1.20 -19.23
C -9.98 -7.78 -21.86
C -7.13 -6.72 -14.25
C -8.13 -7.15 -18.20
H -9.57 -7.19 -15.97
H -10.79 -4.66 -21.79
H -11.00 -7.45 -12.58
H -9.53 -1.84 -11.84
H -6.74 -5.88 -14.78
H -8.84 -2.30 -13.43
H -8.69 -9.02 -17.56
H -8.82 -7.99 -19.88
H -6.36 -7.33 -13.78
H -12.77 -1.26 -22.52
H -12.09 -5.67 -21.10
H -9.80 -8.11 -14.49
H -12.11 -4.57 -15.00
H -12.61 -6.09 -15.63
H -7.35 -6.18 -16.80
H -10.88 -5.25 -10.97
H -10.40 0.13 -13.57
H -10.47 -8.63 -21.32
H -7.49 -7.78 -11.75
H -11.23 -5.33 -16.40
H -11.13 -7.95 -15.65
H -11.42 -5.98 -22.71
H -10.58 -3.69 -10.39
H -7.79 -7.36 -14.88
H -11.39 1.96 -19.13
H -6.06 -5.69 -12.22
H -13.51 0.31 -16.52
H -9.00 -6.98 -11.35
H -7.24 -8.49 -16.89
H -8.91 -7.98 -22.06
H -7.40 -4.87 -11.35
H -11.31 -2.86 -14.00
H -10.40 -7.69 -22.84
H -8.82 -0.59 -15.34
H -12.39 -7.48 -13.64
H -8.10 -2.87 -11.89
H -11.76 -2.38 -21.65
H -8.93 -8.03 -12.68
H -12.23 -3.95 -13.00
H -10.79 -4.59 -19.68
H -12.81 0.58 -14.13
H -12.16 -6.09 -12.65
H -13.54 -2.40 -21.36
H -11.65 -2.32 -12.37
H -12.15 0.99 -21.64
H -9.18 -4.70 -10.68
H -6.81 -4.23 -12.83
*
```

Calculated values
Kohn-Sham gap = 7.317 eV
LUMO = -0.0762 Eh
electronic energy = -2238.52472 Eh
highest occupied orbital energy = -9.3903 eV


Entry 2:
Here is C25H47BeClINO3Si2 as an isolated structure from the OMol25 dataset. Energies are from ωB97M-V with the def2-TZVPD basis set.

ORCA input file:
```
! wB97M-V def2-TZVPD RIJCOSX def2/J DEFGRID3
* xyz 0 1
I -0.61 -3.24 1.80
Cl -2.84 1.32 4.33
Si 3.95 -0.89 0.66
Si -4.50 -0.66 -2.00
O 2.13 0.20 -2.54
O -0.39 -3.81 -5.18
O 0.68 -0.67 0.11
N 0.48 1.81 0.35
C 0.07 -0.32 1.24
C 2.71 1.94 -4.12
C -1.69 0.73 3.22
C -1.49 -0.63 3.09
C -0.06 1.09 1.40
C -1.62 -3.06 -7.08
C -5.92 -0.42 -3.29
C 3.80 -0.77 2.53
C -4.10 -2.43 -1.38
C -0.96 1.65 2.38
C 2.51 -1.17 -2.88
C 5.79 -1.14 0.21
C 3.30 0.65 -0.12
C 0.86 -5.17 -3.66
C 1.65 0.96 -3.67
C -0.48 3.80 1.39
C -4.75 0.39 -0.40
C 2.65 -1.52 -4.35
C -1.67 -3.33 -5.59
C -0.49 -4.54 -3.97
C -3.08 0.33 -2.75
C 3.06 -2.48 0.17
C 0.42 3.16 0.51
C -0.61 -1.18 2.13
C -1.19 3.04 2.32
Be 1.50 0.57 -0.54
H -4.24 -0.03 0.48
H -3.39 0.74 -3.76
H 1.65 -4.44 -3.46
H -2.57 -2.66 -7.42
H -0.83 -2.36 -7.36
H 3.08 -0.69 -4.94
H 6.32 -1.60 1.07
H 6.28 -0.18 -0.03
H -5.79 0.61 -0.11
H 0.75 1.49 -3.33
H 5.88 -1.82 -0.66
H 1.67 -1.79 -4.77
H 3.87 0.88 -1.05
H 2.81 -1.09 2.87
H 3.97 0.26 2.88
H -5.78 0.59 -3.71
H -4.96 -3.06 -1.08
H 1.14 3.76 -0.07
H -5.85 -1.11 -4.14
H 3.66 -3.37 0.41
H 2.37 2.60 -4.95
H -2.08 -1.30 3.70
H 2.84 -2.51 -0.89
H -2.95 1.18 -2.11
H -0.57 4.90 1.36
H -2.45 -4.09 -5.39
H -0.81 -3.90 -3.13
H -2.15 -0.28 -2.90
H -1.24 -5.34 -4.08
H -1.42 -4.01 -7.58
H 3.53 1.47 0.61
H 3.31 -2.39 -4.45
H 3.04 2.60 -3.32
H 1.74 -1.76 -2.37
H 3.59 1.43 -4.51
H 3.46 -1.38 -2.38
H -6.95 -0.46 -2.91
H 2.10 -2.57 0.69
H 1.16 -5.77 -4.52
H -4.25 1.35 -0.61
H 0.76 -5.80 -2.78
H 4.55 -1.41 3.02
H 1.31 0.32 -4.51
H -3.56 -3.01 -2.14
H -1.95 -2.41 -5.05
H -3.43 -2.39 -0.50
H -1.93 3.50 3.00
*
```

Calculated values
Kohn-Sham gap = 6.834 eV
LUMO = -0.0292 Eh
electronic energy = -2612.95887 Eh
highest occupied orbital energy = -7.6293 eV


Entry 3:
Here is C25H47Cl3O2P2Pb as an isolated structure from the OMol25 dataset. Energies are from ωB97M-V with the def2-TZVPD basis set.

ORCA input file:
```
! wB97M-V def2-TZVPD RIJCOSX def2/J DEFGRID3
* xyz 0 1
Pb -1.57 1.87 0.71
Cl -4.42 2.70 7.57
Cl -3.94 0.95 0.64
Cl 1.51 0.43 -0.10
P 2.04 2.49 -0.41
P -1.30 -3.12 0.20
O -0.44 -1.14 3.93
O -0.80 0.39 2.32
C 0.02 4.12 -1.56
C -2.97 -3.29 0.92
C -3.39 1.96 6.43
C -1.93 -2.47 -2.37
C 1.12 4.12 -0.49
C 0.84 -3.32 1.82
C -2.56 1.80 4.17
C 3.32 2.62 0.88
C 2.86 2.39 -2.04
C -3.36 2.43 5.11
C -1.76 0.70 4.52
C -1.92 -5.00 -1.87
C -0.12 -4.24 1.06
C 2.73 2.42 2.28
C -1.32 -3.63 -1.56
C 0.63 4.74 0.83
C 2.04 1.61 -3.08
C -2.59 0.86 6.80
C -1.77 0.26 5.86
C 4.17 3.90 0.75
C 3.29 3.75 -2.61
C -4.05 -2.60 0.09
C -0.67 -5.36 1.94
C -0.92 -0.07 3.53
C -3.00 -2.72 2.34
H -1.32 -5.82 -1.45
H 3.98 1.76 0.65
H -2.59 2.16 3.13
H -3.85 -1.52 0.01
H 1.10 2.13 -3.33
H 3.55 2.12 2.95
H -1.14 -0.59 6.14
H -1.17 -4.98 2.84
H -5.00 -2.71 0.64
H 3.93 4.33 -1.93
H 4.83 3.87 -0.12
H -1.93 -5.13 -2.96
H 0.43 4.03 -2.57
H -1.36 -6.02 1.41
H -1.15 0.97 -0.91
H 0.40 -4.71 0.21
H -2.97 -2.67 -2.63
H -4.16 -3.04 -0.90
H 0.36 -2.74 2.63
H -1.87 -1.50 -1.85
H -2.61 0.49 7.83
H 2.63 1.53 -4.00
H 2.43 4.36 -2.91
H 2.30 3.34 2.68
H 1.66 -3.91 2.27
H -2.95 -1.62 2.31
H 1.97 1.63 2.32
H -1.36 -2.37 -3.31
H 3.88 3.55 -3.52
H -3.09 -4.39 0.93
H 4.81 3.99 1.64
H -0.53 5.07 -1.51
H -0.71 3.31 -1.43
H 1.80 0.60 -2.74
H -2.95 -5.12 -1.51
H 0.32 5.77 0.60
H 0.19 -5.95 2.26
H -3.96 3.28 4.80
H 3.56 4.81 0.70
H -0.25 4.22 1.26
H 1.92 4.79 -0.84
H -3.95 -2.99 2.82
H -0.24 -3.69 -1.78
H -2.18 -3.08 2.97
H 1.29 -2.59 1.14
H 1.42 4.79 1.59
H 3.77 1.80 -1.80
*
```

Calculated values
Kohn-Sham gap = 4.614 eV
LUMO = -0.0689 Eh
electronic energy = -3387.36350 Eh
highest occupied orbital energy = -6.4881 eV


Entry 4:
Here is C25H48CaO24 as an isolated structure from the OMol25 dataset. Energies are from ωB97M-V with the def2-TZVPD basis set.

ORCA input file:
```
! wB97M-V def2-TZVPD RIJCOSX def2/J DEFGRID3
* xyz 2 1
Ca -0.25 -0.05 -0.36
O 3.08 -2.14 0.30
O -2.39 -0.79 -4.16
O -2.46 1.05 0.94
O 2.06 0.75 -0.47
O -3.34 2.94 1.81
O 0.22 0.65 1.79
O -3.76 0.73 -3.13
O -2.08 -3.99 0.31
O -2.55 1.45 3.08
O 1.61 3.48 -0.57
O 0.68 -1.05 -2.27
O 1.42 -1.99 -4.24
O 0.14 0.04 4.05
O 0.82 2.02 3.49
O -0.03 4.47 -1.74
O -0.30 2.41 -0.75
O 4.24 1.47 -0.84
O 3.48 1.15 1.31
O 0.85 -2.01 0.75
O -2.49 -2.88 2.12
O 1.92 -3.92 1.13
O 1.44 -3.18 -2.28
O -1.82 -1.77 0.28
O -1.82 0.12 -2.09
C -3.16 2.33 4.05
C -3.59 3.46 3.08
C -2.08 -2.80 0.87
C -1.29 4.33 -2.43
C 4.16 1.34 -2.23
C 0.79 -4.56 1.70
C 1.29 -0.78 -5.00
C 3.18 1.07 -0.05
C -1.94 -4.21 -1.13
C 2.46 4.53 -0.82
C 1.01 3.14 2.64
C -4.00 1.74 -2.14
C 0.40 0.82 3.02
C -3.18 -0.75 -5.33
C -0.26 -1.34 3.82
C 1.15 -1.97 -2.91
C 4.32 -2.80 0.57
C -2.82 1.74 1.86
C 1.87 -2.63 0.70
C 0.33 3.44 -0.99
C -2.12 2.77 5.08
C -2.68 -0.04 -3.01
C -2.80 -4.04 2.92
C 1.82 -4.40 -2.95
C 4.70 1.50 1.88
H -2.54 3.30 5.94
H -1.30 3.42 4.79
H 4.56 2.19 2.72
H -3.01 0.03 -6.07
H 5.20 0.61 2.26
H -0.08 -1.87 4.76
H -4.23 -0.56 -5.09
H 1.60 -5.28 -2.35
H -1.84 -4.51 3.10
H -1.06 -3.77 -1.59
H 3.21 1.71 -2.61
H 0.07 3.47 2.20
H 2.83 -4.51 -3.36
H -4.65 3.75 3.14
H 1.37 4.01 3.19
H 5.35 2.06 1.22
H 4.35 -2.63 1.64
H 1.52 0.04 -4.32
H 2.66 4.45 -1.89
H 4.98 1.90 -2.67
H 4.09 0.27 -2.42
H -3.51 2.62 -2.55
H 0.34 -0.60 -5.51
H -2.75 -3.75 -1.71
H -3.50 -4.69 2.39
H -1.19 3.50 -3.13
H 0.32 -1.80 3.02
H -3.24 -3.74 3.87
H -1.67 1.84 5.42
H 1.14 -4.36 -3.80
H -5.05 1.97 -1.99
H -2.97 4.32 3.34
H -1.32 -1.40 3.57
H 4.26 -3.81 0.17
H 1.21 -5.38 2.29
H 1.66 2.88 1.81
H 0.43 -3.96 2.54
H 5.24 -2.45 0.10
H -3.97 1.84 4.59
H -1.89 -5.26 -1.42
H -2.10 4.17 -1.72
H 2.05 5.50 -0.52
H -3.55 1.49 -1.17
H 3.42 4.34 -0.34
H -1.52 5.25 -2.98
H -0.02 -4.83 1.02
H 2.05 -0.84 -5.78
H -3.15 -1.74 -5.78
*
```

Calculated values
Kohn-Sham gap = 11.638 eV
LUMO = -0.1326 Eh
electronic energy = -3464.45301 Eh
highest occupied orbital energy = -15.2454 eV


Entry 5:
Here is C25H48Cl3N4O3SSiTb as an isolated structure from the OMol25 dataset. Energies are from ωB97M-V with the def2-TZVPD basis set.

ORCA input file:
```
! wB97M-V def2-TZVPD RIJCOSX def2/J DEFGRID3
* xyz 0 7
Tb 0.46 1.09 -0.54
Cl 2.34 2.80 -1.00
Cl 0.09 1.17 -3.10
Cl -2.18 1.41 -0.36
S -0.41 -0.95 1.52
Si -0.54 3.12 -3.80
O -0.41 -1.06 -1.93
O 2.11 -0.41 -0.32
O 0.47 2.34 1.42
N 2.87 -2.02 -1.73
N -1.30 0.31 3.69
N -0.06 4.43 2.17
N 0.96 -0.25 3.69
C -1.64 4.00 -2.56
C 0.23 -4.22 0.93
C 0.11 -3.44 -0.22
C -0.24 -0.26 3.05
C -2.56 0.47 2.98
C -0.92 5.60 2.10
C 1.34 0.90 4.52
C -0.16 -4.76 -4.49
C 2.59 -1.21 -2.93
C -0.28 3.37 1.41
C -1.27 -2.09 -1.87
C 2.66 -1.51 -0.51
C -1.41 0.20 5.15
C -0.91 -4.51 1.69
C -1.11 -2.87 -3.18
C 1.07 4.02 -4.04
C -0.56 -4.09 -3.22
C -1.40 2.86 -5.42
C -1.13 -2.94 -0.59
C 3.36 -3.38 -1.95
C -1.46 -2.08 -4.40
C 2.07 -0.98 3.08
C -2.15 -4.00 1.31
C -2.26 -3.19 0.18
C 1.20 4.57 2.88
H -3.05 -4.23 1.88
H -2.31 2.25 -5.33
H -1.02 -5.16 -5.03
H -0.51 6.37 1.43
H -2.42 1.07 2.08
H 3.00 -2.13 0.34
H 1.72 3.94 -3.16
H 0.51 -5.61 -4.27
H -2.64 4.07 -3.00
H -1.68 3.86 -5.78
H -0.69 -0.53 5.54
H -3.21 -2.75 -0.14
H -0.57 -1.54 -4.76
H 0.81 5.08 -4.22
H 2.79 -0.16 -2.72
H -0.73 2.40 -6.16
H 3.24 -1.58 -3.73
H -1.01 6.03 3.11
H 1.01 5.15 3.79
H 1.94 5.11 2.27
H -2.43 -0.13 5.39
H 4.10 -3.36 -2.75
H 1.60 3.62 -4.92
H -1.16 3.42 0.75
H -1.23 5.01 -2.40
H 1.60 3.58 3.13
H -1.91 5.30 1.74
H 3.80 -3.77 -1.02
H 2.40 1.12 4.35
H -2.97 -0.51 2.68
H -1.25 1.18 5.61
H -2.31 -1.71 -1.88
H 1.54 -1.34 -3.22
H 0.37 -4.08 -5.17
H -0.39 -4.67 -2.31
H 2.43 -0.49 2.17
H 0.74 1.78 4.27
H 1.21 0.66 5.59
H 1.74 -1.99 2.81
H 1.21 -4.61 1.22
H -3.25 0.97 3.67
H 2.88 -1.04 3.81
H 2.53 -4.05 -2.26
H -1.82 -2.73 -5.21
H -2.22 -1.34 -4.17
H -0.83 -5.14 2.58
H -1.73 3.47 -1.60
H 0.98 -3.22 -0.85
*
```

Calculated values
Kohn-Sham gap (alpha / beta) = 7.158 / 7.211 eV
LUMO (alpha / beta) = 0.0101 / 0.0118 Eh
electronic energy = -4318.99887 Eh
highest occupied orbital energy (alpha / beta) = -6.8824 / -6.8893 eV